# 1
{
  "formula": "C25H39Br14N2OS",
  "method": "the ωB97M-V functional and the def2-TZVPD basis",
  "lumo_energy_ev": -3.817,
  "e_homo_ev": -11.41,
  "orbital_gap_ha": 0.2792,
  "charge": 1,
  "elements": ["C", "C", "C", "C", "C", "C", "C", "S", "N", "C", "C", "C", "N", "C", "O", "H", "H", "H", "H", "H", "H", "H", "H", "H", "H", "H", "Br", "C", "C", "Br", "H", "H", "H", "H", "Br", "C", "C", "Br", "H", "H", "H", "H", "Br", "C", "C", "Br", "H", "H", "H", "H", "Br", "C", "C", "Br", "H", "H", "H", "H", "Br", "C", "C", "Br", "H", "H", "H", "H", "Br", "C", "C", "Br", "H", "H", "H", "H", "Br", "C", "C", "Br", "H", "H", "H", "H"],
  "xyz": [[5.4920, -2.5604, 1.0969], [4.8222, -2.0211, 0.2205], [3.8645, -1.2819, -0.8023], [2.8884, -0.3939, 0.1062], [3.5397, 0.8013, 0.7945], [2.6630, 1.6300, 1.6831], [1.2082, 1.2315, 1.8251], [0.2063, 2.2988, 2.9599], [0.6536, 0.1114, 1.1582], [-0.8028, -0.1957, 1.4073], [-0.9876, -0.8238, 2.8788], [1.4409, -0.7151, 0.3048], [0.8374, -1.8678, -0.3836], [1.2727, -2.9815, 0.1332], [1.9425, -4.0463, 0.3042], [5.8429, -2.8171, 2.1366], [4.5116, -0.5418, -1.3620], [3.3026, -1.9987, -1.4669], [4.6372, 1.0271, 0.6607], [3.1115, 2.5032, 2.2313], [0.8520, 2.1422, 4.1852], [-1.2076, -0.9410, 0.6574], [-1.3736, 0.7728, 1.3096], [0.0106, -0.9365, 3.4226], [-1.5940, -0.1123, 3.5321], [-1.5410, -1.8184, 2.8316], [-1.0000, -6.8016, -3.5324], [-1.6796, -5.1385, -2.7782], [-0.6185, -4.0658, -2.7787], [0.6783, -4.3434, -1.3399], [-2.0574, -5.3716, -1.7833], [-2.5142, -4.8550, -3.4212], [-1.0602, -3.0870, -2.5759], [-0.0548, -4.0185, -3.7100], [6.3117, 0.6654, -4.4827], [4.4667, 1.1166, -4.9122], [4.0279, 2.3673, -4.1950], [3.6457, 2.0069, -2.3171], [3.8615, 0.2448, -4.6675], [4.4549, 1.2700, -5.9914], [3.0905, 2.7397, -4.6096], [4.7714, 3.1619, -4.2205], [-3.9354, -3.8154, -6.5575], [-4.8534, -5.4947, -6.1891], [-6.0806, -5.2740, -5.3411], [-5.6041, -4.9688, -3.4770], [-4.1251, -6.1595, -5.7267], [-5.1287, -5.8887, -7.1677], [-6.7068, -6.1666, -5.3322], [-6.6778, -4.4211, -5.6596], [-1.5616, 5.8367, 3.4035], [-1.9667, 6.0145, 1.5057], [-2.9633, 4.9759, 1.0581], [-2.1199, 3.2302, 0.8527], [-1.0189, 5.9589, 0.9725], [-2.3820, 7.0167, 1.3965], [-3.3556, 5.2199, 0.0704], [-3.7933, 4.8473, 1.7513], [-3.4029, 2.2278, 4.2856], [-3.4129, 2.1080, 6.2316], [-2.1289, 2.6343, 6.8175], [-0.6773, 1.3477, 6.6113], [-3.6066, 1.0670, 6.4852], [-4.2584, 2.7179, 6.5497], [-2.2290, 2.7794, 7.8935], [-1.7961, 3.5648, 6.3597], [-3.1712, 0.5251, 9.7761], [-5.0299, 0.0432, 10.1115], [-5.8954, 0.3233, 8.9095], [-6.2808, 2.2264, 8.7420], [-5.3421, 0.5857, 11.0023], [-5.0107, -1.0249, 10.3302], [-6.8694, -0.1549, 9.0177], [-5.4431, 0.0071, 7.9707], [8.4407, 0.6026, -7.5897], [6.8142, 1.2042, -8.4759], [6.7828, 2.7067, -8.6033], [6.3286, 3.5535, -6.9068], [5.9760, 0.8025, -7.9082], [6.8379, 0.7360, -9.4603], [5.9983, 3.0179, -9.2940], [7.7324, 3.1308, -8.9253]],
  "atomic_forces_ev_per_a": [[-1.4, 1.3, 0.3], [-0.4, -0.2, 0.0], [0.7, 0.1, 2.1], [-0.4, 1.3, 1.0], [-3.9, -0.9, 0.8], [-0.7, -3.1, -2.0], [3.0, 0.3, 0.1], [0.6, -0.9, -0.2], [1.6, 0.7, -0.4], [-0.9, -0.6, 0.9], [-0.2, 0.4, 0.3], [2.6, 1.6, 0.5], [1.9, 0.5, 4.2], [2.5, -2.9, -2.3], [-0.1, 6.5, 4.5], [-0.2, 0.1, -2.1], [-0.9, -1.0, 0.2], [0.8, 0.8, 0.7], [-1.5, -0.4, 0.1], [-1.0, -1.0, -0.6], [-0.1, -0.3, -1.2], [1.0, 1.1, 0.6], [0.7, -1.2, 0.1], [-1.3, -0.1, -0.9], [0.7, -0.9, -1.0], [0.9, 1.3, 0.0], [0.0, 0.1, 0.1], [-0.2, 0.0, -0.4], [0.0, -0.2, 0.0], [-3.6, -2.5, -5.3], [0.1, 0.1, -0.1], [0.1, 0.0, 0.1], [0.0, 0.0, 0.0], [-0.2, -0.1, 0.0], [-0.2, -0.1, 0.2], [0.3, -0.1, -0.1], [-0.2, 0.0, -0.1], [0.0, 0.1, 0.0], [0.0, 0.2, 0.0], [0.0, 0.1, 0.1], [0.1, -0.1, 0.0], [0.0, -0.2, 0.0], [0.1, -0.1, 0.1], [0.0, 0.1, -0.2], [0.0, -0.2, 0.1], [0.0, 0.1, 0.0], [-0.1, 0.1, 0.0], [0.0, 0.0, 0.1], [0.1, 0.0, 0.0], [0.1, -0.1, 0.0], [0.1, 0.0, -0.1], [0.0, 0.1, 0.2], [0.0, 0.1, -0.2], [-0.3, 0.1, -0.2], [-0.1, -0.1, 0.0], [0.0, -0.1, 0.0], [0.1, 0.0, 0.1], [0.2, 0.0, 0.0], [0.0, -0.1, 0.0], [-0.2, 0.2, -0.1], [0.0, 0.0, 0.2], [0.0, 0.0, 0.0], [0.1, 0.1, 0.0], [0.1, 0.0, 0.0], [-0.1, -0.1, -0.1], [-0.1, -0.1, 0.0], [0.0, 0.0, 0.0], [0.2, -0.2, 0.0], [-0.3, 0.1, 0.1], [0.1, 0.0, -0.1], [0.0, 0.0, -0.2], [0.0, 0.1, -0.1], [0.1, 0.0, 0.0], [0.0, 0.0, 0.2], [-0.1, 0.0, -0.1], [0.3, -0.1, -0.1], [-0.3, 0.1, 0.0], [0.1, 0.1, -0.1], [0.1, 0.1, 0.0], [0.0, 0.1, 0.1], [0.1, -0.1, 0.0], [-0.1, -0.1, 0.1]]
}

---

# 2
{
  "formula": "C25H39BrN4O8S",
  "method": "the ωB97M-V functional and the def2-TZVPD basis",
  "lumo_energy_ev": -1.160,
  "e_homo_ev": -8.72,
  "orbital_gap_ha": 0.2780,
  "charge": 0,
  "elements": ["C", "C", "O", "C", "C", "C", "C", "C", "C", "C", "C", "C", "O", "N", "O", "C", "O", "C", "N", "C", "N", "C", "S", "C", "Br", "N", "C", "H", "H", "H", "H", "H", "H", "H", "H", "H", "H", "H", "H", "H", "H", "H", "H", "H", "H", "H", "C", "O", "C", "C", "O", "C", "H", "H", "H", "H", "H", "H", "H", "H", "H", "H", "C", "O", "C", "C", "O", "C", "H", "H", "H", "H", "H", "H", "H", "H", "H", "H"],
  "xyz": [[-1.6760, -0.1035, 3.4918], [-2.3973, 0.2672, 2.1146], [-3.4319, 1.2550, 2.2889], [-2.8859, 2.5509, 2.5831], [-3.2110, 3.6263, 1.4517], [-1.9701, 4.5936, 1.2709], [-1.8499, 5.0005, -0.2664], [-0.4235, 4.7540, -0.8848], [-0.0117, 3.2494, -0.9988], [1.3083, 2.8916, -0.4527], [1.8239, 1.4854, -0.5387], [3.2499, 1.1575, 0.0183], [3.9546, 2.3533, 0.4327], [3.7065, 2.4659, 1.7921], [3.6187, 3.6027, 2.0959], [0.9855, 0.4951, -1.1716], [1.4929, -0.8143, -1.2449], [-0.3774, 0.7892, -1.7509], [-1.0368, -0.2758, -2.3531], [-2.2320, 0.1634, -2.8070], [-3.0882, -0.8482, -3.4549], [-3.0589, -0.7000, -4.6909], [-3.3568, -0.0458, -6.1400], [-2.7689, 1.5595, -2.7357], [-4.5408, 2.0170, -3.4478], [-2.0773, 2.5749, -2.1802], [-0.8523, 2.1804, -1.6503], [-0.9411, 0.7277, 3.6909], [-2.4630, -0.0318, 4.2889], [-1.1456, -1.0876, 3.4554], [-2.9234, -0.6662, 1.7528], [-1.6711, 0.6508, 1.3392], [-3.2076, 2.9514, 3.5928], [-1.7630, 2.4719, 2.6305], [-4.1164, 4.2149, 1.7803], [-3.5106, 3.1012, 0.5024], [-2.1582, 5.5195, 1.8925], [-0.9860, 4.1636, 1.5976], [-2.6982, 4.5417, -0.8317], [-2.0237, 6.1216, -0.3091], [-0.3392, 5.2291, -1.9021], [0.3175, 5.2590, -0.1939], [1.9445, 3.6830, 0.0163], [3.1249, 0.4137, 0.8492], [3.8734, 0.6881, -0.7963], [0.8483, -1.4368, -0.8622], [8.4252, -2.9592, 1.3493], [8.1550, -3.2428, -0.0151], [6.7660, -3.4307, -0.2664], [6.1530, -2.2066, -0.9249], [6.1162, -1.0999, -0.0284], [7.1354, -0.1495, -0.3009], [9.4695, -2.6553, 1.4312], [7.7962, -2.1487, 1.7252], [8.2738, -3.8580, 1.9549], [6.2327, -3.6874, 0.6548], [6.6796, -4.2794, -0.9522], [5.1151, -2.4340, -1.1908], [6.6865, -1.9479, -1.8450], [6.9036, 0.3923, -1.2241], [8.1162, -0.6234, -0.3876], [7.1640, 0.5635, 0.5233], [-5.9692, -5.1600, -0.0830], [-5.1741, -4.7093, -1.1686], [-5.3353, -3.3156, -1.4183], [-4.1576, -2.5190, -0.8852], [-4.1249, -2.5341, 0.5405], [-3.1451, -3.4231, 1.0507], [-5.6638, -6.1786, 0.1601], [-5.8338, -4.5350, 0.8031], [-7.0247, -5.1706, -0.3718], [-6.2776, -2.9490, -0.9983], [-5.3806, -3.1912, -2.5048], [-4.2753, -1.4743, -1.1881], [-3.2145, -2.8853, -1.3030], [-2.1432, -3.0135, 0.8785], [-3.2219, -4.4136, 0.5949], [-3.3016, -3.5206, 2.1254]],
  "atomic_forces_ev_per_a": [[-0.3, 1.5, -0.8], [-0.2, -1.0, 0.5], [0.8, 0.3, 0.4], [0.6, 0.7, -0.4], [0.2, -0.4, 1.1], [-0.7, 0.4, -0.9], [-0.1, 1.3, 0.6], [-0.4, -0.6, 0.1], [2.2, -1.4, 0.8], [-2.3, -1.4, -1.5], [-1.9, 1.0, -1.0], [-0.5, -1.1, -1.4], [-0.9, -1.1, -0.3], [-0.4, 1.6, 0.6], [0.4, -0.9, 0.1], [0.2, 1.0, 0.7], [-0.6, 1.0, 0.3], [2.6, 0.6, 1.2], [-2.5, 3.6, 0.1], [0.1, -0.6, 0.2], [1.6, 0.9, -1.9], [-1.7, 1.9, -0.1], [0.9, -1.8, 1.8], [1.3, 0.5, 0.8], [1.4, -0.5, 0.7], [-0.1, -3.4, -0.7], [1.0, 0.7, 0.5], [-0.5, -1.0, 0.1], [0.8, -0.5, -0.7], [-0.6, 0.8, 0.1], [0.5, 1.2, 0.1], [-0.5, -0.5, 0.7], [0.1, -0.7, -1.0], [-1.0, 0.0, 0.0], [0.9, -0.5, -0.5], [0.6, 0.4, 0.9], [0.4, -1.0, -0.7], [-1.0, 0.1, -0.1], [1.1, 0.3, 0.3], [0.2, -1.2, -0.2], [-0.2, -0.4, 1.0], [-0.7, -0.6, -0.9], [-0.7, -0.9, -0.5], [0.5, 0.8, -0.6], [-0.7, 0.4, 0.9], [0.2, 0.4, -0.4], [0.1, 0.0, -0.1], [-0.2, 0.1, 0.3], [0.3, 0.0, -0.4], [-0.4, -0.1, 0.4], [0.3, 0.0, -0.2], [-0.1, 0.0, 0.1], [0.0, -0.1, -0.1], [0.0, 0.0, 0.0], [0.0, 0.0, 0.1], [0.0, 0.1, 0.0], [-0.1, 0.0, 0.0], [0.0, 0.0, 0.0], [0.1, 0.0, 0.1], [0.1, 0.0, 0.0], [0.0, 0.0, 0.0], [-0.1, 0.0, 0.0], [0.1, -0.1, -0.1], [-0.1, 0.2, 0.3], [0.4, -0.2, -0.3], [-0.4, 0.3, 0.2], [0.2, -0.3, -0.1], [-0.1, 0.1, 0.0], [0.0, 0.0, -0.1], [0.0, 0.0, 0.0], [-0.1, 0.0, 0.1], [0.1, 0.0, 0.1], [0.0, 0.1, 0.0], [0.0, 0.0, 0.0], [-0.1, -0.1, 0.0], [0.1, -0.1, 0.0], [0.0, 0.0, 0.0], [0.0, 0.1, 0.0]]
}

---

# 3
{
  "formula": "C25H40AlCl4N3O3Si",
  "method": "the ωB97M-V functional and the def2-TZVPD basis",
  "lumo_energy_ev": 0.205,
  "e_homo_ev": -8.11,
  "orbital_gap_ha": 0.3058,
  "e_above_lowest_kj_mol": 5.12,
  "charge": 0,
  "elements": ["C", "C", "H", "H", "H", "C", "C", "H", "H", "H", "H", "Al", "Cl", "Cl", "C", "O", "N", "C", "C", "H", "H", "H", "H", "H", "H", "H", "H", "H", "C", "C", "N", "H", "C", "O", "H", "H", "H", "H", "O", "C", "C", "C", "H", "C", "H", "C", "H", "C", "C", "H", "H", "H", "Si", "Cl", "C", "C", "C", "H", "H", "H", "H", "H", "H", "H", "H", "H", "Cl", "C", "C", "C", "C", "N", "C", "H", "H", "H", "H"],
  "xyz": [[1.5525, -1.0572, -4.1406], [1.1062, 0.3659, -4.0160], [1.2363, -1.4925, -5.0910], [1.1573, -1.6642, -3.3154], [2.6491, -1.1252, -4.0932], [0.5737, 1.0899, -5.0068], [0.3612, 0.6289, -6.4101], [0.3016, 2.1321, -4.8186], [0.5097, -0.4490, -6.5504], [1.0318, 1.1540, -7.1050], [-0.6608, 0.8743, -6.7260], [0.2526, -0.3821, -0.0819], [2.4607, -0.2628, 0.2577], [0.1599, -2.4877, -0.5814], [0.6432, 2.3886, 0.6416], [-0.1016, 1.3648, 0.6286], [0.1833, 3.5989, 0.9414], [-1.2192, 3.8138, 1.2888], [1.0534, 4.7700, 0.9743], [1.7150, 2.2994, 0.4211], [-1.7442, 2.8516, 1.3009], [-1.6857, 4.4879, 0.5593], [-1.2704, 4.2951, 2.2717], [2.0683, 4.4820, 0.6835], [1.0652, 5.1969, 1.9854], [0.6888, 5.5374, 0.2816], [-1.4424, -1.0626, -3.5164], [-2.4865, 1.4894, -3.6966], [-2.2841, -1.2497, -2.8337], [-3.2644, 1.0093, -3.0842], [-2.7011, -0.0004, -2.2053], [-1.9751, -1.9685, -2.0700], [-2.5026, 0.2565, -0.9062], [-1.7618, -0.4296, -0.1633], [-3.7599, 1.7762, -2.4790], [-3.0277, 1.1444, -0.5067], [-3.1292, -1.6301, -3.4225], [-3.9870, 0.5395, -3.7597], [0.2582, 0.2474, -1.8446], [1.1973, 0.9230, -2.5894], [-0.1558, 3.1017, -2.4768], [1.0803, 2.4587, -2.4807], [-1.0682, 2.4946, -2.4824], [-0.2125, 4.4995, -2.5047], [2.2030, 0.6484, -2.2167], [2.2548, 3.2146, -2.4408], [-1.1865, 4.9954, -2.5331], [0.9633, 5.2570, -2.5057], [2.2016, 4.6095, -2.4670], [3.2089, 2.6809, -2.4200], [0.9145, 6.3501, -2.5238], [3.1289, 5.1868, -2.4543], [0.3377, -5.9041, -0.7198], [0.4814, -4.7898, -2.5205], [-1.4737, -6.0332, -0.2506], [1.4290, -5.1700, 0.6237], [0.9761, -7.6312, -1.1359], [-2.0130, -5.1030, -0.4697], [-1.5723, -6.2438, 0.8248], [-1.9490, -6.8575, -0.8035], [0.2975, -8.1590, -1.8198], [1.0559, -8.2235, -0.2126], [1.9700, -7.5892, -1.5996], [1.1912, -4.1092, 0.7881], [2.4837, -5.2315, 0.3276], [1.2912, -5.7079, 1.5726], [1.1346, 0.2535, 5.4529], [0.3074, -0.6078, 4.2365], [-0.7002, -1.5248, 4.5644], [-1.3421, -2.1903, 3.5238], [-0.9892, -1.8796, 2.2126], [-0.0469, -0.9764, 1.9011], [0.6406, -0.3844, 2.8971], [-0.9436, -1.6984, 5.6034], [-2.1170, -2.9386, 3.6824], [-1.4714, -2.3822, 1.3735], [1.4693, 0.2591, 2.6302]],
  "atomic_forces_ev_per_a": [[0.1, -0.2, 0.0], [-0.4, 0.9, 0.0], [0.1, -0.1, 0.2], [0.0, 0.1, -0.1], [-0.2, 0.0, 0.0], [0.4, -0.1, 0.2], [-0.2, 0.0, -0.4], [0.1, -0.3, 0.0], [0.0, 0.3, 0.0], [-0.1, -0.1, 0.1], [0.1, -0.1, -0.1], [0.1, 0.3, -1.5], [0.4, 0.2, 0.2], [0.0, -0.4, -0.3], [-0.7, -0.6, 0.0], [0.7, 1.7, 0.3], [0.0, -0.3, 0.0], [0.0, 0.0, -0.1], [0.0, 0.0, 0.1], [-0.2, 0.0, 0.0], [0.2, 0.3, 0.0], [0.1, -0.2, 0.1], [0.0, -0.2, -0.1], [-0.2, 0.1, 0.0], [0.0, -0.1, -0.1], [0.1, -0.3, 0.1], [-0.1, 0.0, 0.3], [-0.1, -0.3, 0.2], [0.4, 0.0, -0.2], [-0.2, 0.0, 0.0], [-0.2, 0.2, 0.9], [0.0, 0.2, -0.2], [0.9, -0.5, -0.7], [-1.2, 0.7, -0.3], [0.0, -0.1, -0.2], [0.2, -0.2, -0.3], [0.1, 0.0, 0.2], [0.0, 0.1, 0.2], [-0.9, -0.1, 1.2], [0.5, -0.2, 0.2], [0.0, 0.2, -0.1], [0.3, -0.7, -0.3], [0.4, 0.3, 0.0], [0.0, -0.1, 0.1], [0.0, 0.3, -0.1], [-0.2, 0.1, -0.2], [0.3, -0.1, 0.0], [0.0, -0.1, 0.0], [0.0, -0.1, 0.1], [-0.2, 0.2, 0.0], [0.0, -0.4, 0.0], [-0.3, -0.1, 0.0], [0.4, -0.1, -0.3], [0.0, -0.9, 0.2], [-0.1, 0.1, 0.0], [-0.2, 0.2, 0.0], [-0.1, 0.1, 0.0], [0.1, -0.2, 0.1], [0.0, 0.0, -0.2], [0.1, 0.3, 0.1], [0.2, 0.1, 0.1], [0.0, 0.1, -0.2], [-0.2, 0.0, 0.1], [0.2, -0.5, 0.0], [-0.2, 0.0, 0.1], [0.1, -0.1, -0.2], [0.3, 0.3, 0.5], [-0.6, -0.7, -1.0], [0.3, 0.2, -0.5], [0.3, 0.2, -0.2], [-0.1, 0.1, 0.1], [0.1, 0.0, 1.1], [-0.8, -0.5, 0.4], [0.0, 0.0, 0.0], [0.2, 0.2, 0.1], [0.2, 0.3, 0.2], [-0.2, 0.0, -0.1]]
}